<i>
The following is a quantum chemistry calculation of an isolated molecule of C5H12O2, from OMol25.

**Gap between HOMO and LUMO**: 10.5 eV
**LUMO energy**: 0.758 eV
**M**: 104.149 g/mol

Geometry as ORCA input:
```
! RIJCOSX wB97M-V def2-TZVPD def2/J DEFGRID3
* xyz 0 1
C 2.66711 -0.47255 0.55567
C 1.57618 0.04895 -0.37256
C 0.17615 -0.40307 0.04282
O -0.02995 -0.07052 1.40359
C -0.87489 0.20168 -0.90158
C -2.30111 0.16997 -0.37926
O -2.38205 1.10970 0.69411
H 3.65235 -0.10473 0.24997
H 2.47298 -0.14157 1.57956
H 2.69979 -1.56852 0.55583
H 1.76367 -0.26790 -1.40814
H 1.58550 1.14761 -0.36630
H 0.12247 -1.50335 -0.04429
H -0.84605 0.44897 1.47281
H -0.83804 -0.33711 -1.85644
H -0.62736 1.24961 -1.11482
H -2.56778 -0.83931 -0.03341
H -3.00098 0.45588 -1.17658
H -3.23456 1.01085 1.13383
*
```

<ii>
The following is a quantum chemistry calculation of a cluster of 3 separate species, C5H12O2 in total, from OMol25.

**Gap between HOMO and LUMO**: 9.6 eV
**LUMO energy**: 0.693 eV
**M**: 104.149 g/mol

Geometry as ORCA input:
```
! RIJCOSX wB97M-V def2-TZVPD def2/J DEFGRID3
* xyz 0 1
C -0.34153 -0.52346 -0.15919
C -0.47751 -0.20388 1.12808
C -1.62700 -0.54463 1.98561
C -2.48943 -1.69385 1.78962
C -2.02009 -2.91134 1.33877
H 0.59180 -0.26357 -0.73310
H -1.02668 -1.04411 -0.72947
H 0.25352 0.32391 1.70012
H -1.25368 -0.74540 3.03411
H -2.16177 0.41671 2.15293
H -3.36931 -1.85185 2.42298
H -2.72355 -3.79901 1.40885
H -0.96264 -3.20903 1.28118
O 2.10136 1.88476 -6.30066
H 1.61015 2.66305 -6.00026
H 1.75376 1.33882 -5.61328
O 3.97783 3.06388 0.35808
H 3.66952 3.44013 1.16944
H 4.49527 3.65885 -0.23381
*
```

Energy ordering: <i> at the bottom, the next structure 60.8 kcal/mol above.

<i>
The following is a quantum chemistry calculation of an isolated molecule of C5H12O2, from OMol25.

**Gap between HOMO and LUMO**: 11.0 eV
**LUMO energy**: 0.854 eV
**M**: 104.149 g/mol

Geometry as ORCA input:
```
! RIJCOSX wB97M-V def2-TZVPD def2/J DEFGRID3
* xyz 0 1
O -2.11399 1.64795 0.94593
C -1.67924 0.39113 1.47054
C -0.16391 0.26391 1.26946
C 0.26786 0.78973 -0.10899
C 0.42618 -0.22985 -1.23171
C 1.70410 -1.03989 -1.06438
O 1.70416 -2.28639 -1.78365
H -2.83856 2.00903 1.46167
H -1.86910 0.37811 2.55406
H -2.37799 -0.38935 1.14477
H 0.11382 -0.77539 1.43057
H 0.25190 0.93663 1.98845
H 1.26325 1.21331 0.07315
H -0.35116 1.59617 -0.42862
H -0.47120 -0.83397 -1.40275
H 0.51836 0.32301 -2.15718
H 1.85698 -1.36581 -0.04136
H 2.50647 -0.43376 -1.49314
H 1.25206 -2.19457 -2.62680
*
```

<ii>
The following is a quantum chemistry calculation of an isolated molecule of C5H12O2, from OMol25.

**Gap between HOMO and LUMO**: 10.8 eV
**LUMO energy**: 0.800 eV
**M**: 104.149 g/mol

Geometry as ORCA input:
```
! RIJCOSX wB97M-V def2-TZVPD def2/J DEFGRID3
* xyz 0 1
C -2.03283 1.29016 -1.24280
C -1.31929 0.05334 -0.70400
C 0.07360 0.36179 -0.14880
O 0.01721 1.28781 0.91881
C 0.80042 -0.90739 0.31745
C 2.28762 -0.67447 0.62170
O 0.08285 -1.33774 1.47554
H -2.13891 2.04781 -0.46045
H -1.47254 1.74063 -2.07169
H -3.03113 1.03658 -1.61608
H -1.91158 -0.40957 0.09583
H -1.22114 -0.69839 -1.49986
H 0.67809 0.83302 -0.93640
H -0.26069 0.75675 1.68246
H 0.70034 -1.66279 -0.47921
H 2.44210 -0.54328 1.69784
H 2.91482 -1.51213 0.28773
H 2.64625 0.23255 0.12901
H 0.62326 -1.98716 1.94065
*
```

<iii>
The following is a quantum chemistry calculation of a cluster of 3 separate species, C5H12O2 in total, from OMol25.

**Gap between HOMO and LUMO**: 10.8 eV
**LUMO energy**: 0.934 eV
**M**: 104.149 g/mol

Geometry as ORCA input:
```
! RIJCOSX wB97M-V def2-TZVPD def2/J DEFGRID3
* xyz 0 1
C -3.20501 0.58740 0.31221
O -1.97039 0.04886 0.71627
C -1.29859 -0.56732 -0.34462
C -0.12677 -1.36272 0.18284
O 0.66813 -1.89440 -0.55311
H -3.87240 -0.20239 -0.06463
H -3.07938 1.34191 -0.47872
H -3.66267 1.05479 1.18615
H -0.93229 0.15937 -1.08519
H -1.95600 -1.27663 -0.87677
H -0.08401 -1.47884 1.28283
H 1.01156 0.85294 1.03714
H 0.31410 0.90115 1.29717
C 3.11086 0.82282 -0.02440
C 2.98136 -0.20296 -0.85823
H 2.70993 1.80681 -0.25865
H 3.59014 0.71564 0.94613
H 3.34464 -1.19592 -0.61050
H 2.45678 -0.11049 -1.80591
*
```

<iv>
The following is a quantum chemistry calculation of a cluster of 2 separate species, C5H12O2 in total, from OMol25.

**Gap between HOMO and LUMO (alpha / beta)**: 8.2 / 7.9 eV
**LUMO energy (alpha / beta)**: 0.607 / 0.594 eV
**M**: 104.149 g/mol

Geometry as ORCA input:
```
! RIJCOSX wB97M-V def2-TZVPD def2/J DEFGRID3
* xyz 0 1
C -1.54278 1.75994 -0.46175
O -1.07691 0.53918 -0.51111
C 0.14290 0.14494 -0.33832
C -0.26411 1.00487 2.45832
C 0.43322 -1.31390 -0.27403
C 1.21320 -1.77374 -1.50879
O 0.46102 -1.59413 -2.68684
H -0.83848 2.58442 -0.42608
H -0.89948 1.36176 1.63745
H -2.59320 1.85816 -0.67933
H 0.90081 0.91105 -0.18334
H -0.73850 1.30436 3.39394
H 0.72859 1.45875 2.38921
H -0.16542 -0.08344 2.43275
H -0.51111 -1.86609 -0.21368
H 1.01203 -1.54355 0.63436
H 2.16936 -1.22424 -1.55573
H 1.44755 -2.84048 -1.44597
H 0.12132 -0.68786 -2.66105
*
```

Energy ordering: <ii> at the bottom, the next structure 19.1 kcal/mol above.

<i>
The following is a quantum chemistry calculation of a cluster of 2 separate species, C2H7NS2 in total, from OMol25.

**Gap between HOMO and LUMO**: 8.6 eV
**LUMO energy**: 0.343 eV
**M**: 109.219 g/mol

Geometry as ORCA input:
```
! RIJCOSX wB97M-V def2-TZVPD def2/J DEFGRID3
* xyz 0 1
C 2.16910 -0.04561 1.39352
C 2.12005 0.14107 -0.07738
N 1.44108 1.11489 -0.83885
H 1.92999 0.75352 2.10794
H 2.41411 -1.09035 1.71988
H 2.58049 -0.60517 -0.74979
H 0.72784 1.75233 -0.41083
H 2.03988 1.72192 -1.39835
S -1.53871 -0.64041 -1.08938
S -1.23709 -0.10084 0.93651
H -1.01300 0.58565 -1.39947
H -0.08895 0.36512 0.55173
*
```

<ii>
The following is a quantum chemistry calculation of an isolated molecule of C2H7NS2, from OMol25.

**Gap between HOMO and LUMO**: 8.1 eV
**LUMO energy**: -0.450 eV
**M**: 109.219 g/mol

Geometry as ORCA input:
```
! RIJCOSX wB97M-V def2-TZVPD def2/J DEFGRID3
* xyz 0 1
C 0.35995 -1.10861 1.68852
N 0.98481 -1.75735 0.55897
S 1.14846 -0.70024 -0.70206
S -1.08433 0.23122 -1.42414
C -0.61126 1.94489 -1.58853
H -0.60201 -0.69942 1.60753
H 0.30704 -1.91021 2.45912
H 0.85230 -0.25400 2.12607
H 0.42791 -2.62214 0.30716
H -1.42953 2.33357 -2.18007
H 0.23429 1.95127 -2.14776
H -0.58764 2.59103 -0.70479
*
```

Energy ordering: <ii> at the bottom, the next structure 11.3 kcal/mol above.

<i>
The following is a quantum chemistry calculation of a cluster of 2 separate species, C2H7NS2 in total, from OMol25.

**Gap between HOMO and LUMO**: 8.4 eV
**LUMO energy**: 0.290 eV
**M**: 109.219 g/mol

Geometry as ORCA input:
```
! RIJCOSX wB97M-V def2-TZVPD def2/J DEFGRID3
* xyz 0 1
C 2.62943 0.53183 -0.36708
C 1.68842 1.46865 -0.49332
N 1.78202 2.83994 -0.29928
H 3.55731 0.63464 0.17960
H 2.34383 -0.43182 -0.75950
H 0.69492 1.20038 -0.83766
H 2.46123 3.19526 0.35803
H 0.95154 3.39401 -0.38708
S -0.75847 -1.57104 0.95674
S -2.15841 -0.78342 -0.37877
H -0.54372 -0.38779 1.48688
H -1.71002 -1.51120 -1.40723
*
```

<ii>
The following is a quantum chemistry calculation of a cluster of 2 separate species, C2H7NS2 in total, from OMol25.

**Gap between HOMO and LUMO**: 8.4 eV
**LUMO energy**: -0.088 eV
**M**: 109.219 g/mol

Geometry as ORCA input:
```
! RIJCOSX wB97M-V def2-TZVPD def2/J DEFGRID3
* xyz 0 1
C -0.37473 0.72803 2.53027
S 0.84993 1.51943 1.95153
H -0.80099 1.08288 3.47830
H -0.95743 0.00507 1.87373
C 0.13215 -1.17716 -1.02133
N -0.30965 0.16587 -0.81464
S 0.27003 1.07807 -2.15202
H 1.25353 -1.10353 -0.89526
H -0.23610 -1.93481 -0.35103
H -0.04696 -1.66182 -1.98633
H -1.28887 0.21399 -0.95208
H 1.50910 1.08396 -1.66115
*
```

Energy ordering: <i> at the bottom, the next structure 32.0 kcal/mol above.